1.
Computed, not measured: 18 unconnected molecules or ions with the total composition H35O18 in a non-equilibrium geometry, with ωB97M-V/def2-TZVPD.

```
53
Properties=species:S:1:pos:R:3:mulliken_charge:R:1
O 1.98694 0.29629 -4.97560 -0.63
H 1.70358 -4.81040 -0.38253 0.34
H 1.17863 -0.20882 -1.67676 0.33
O 2.08242 3.24630 3.93245 -0.68
H -0.04929 -0.39434 0.52325 0.34
O -1.71742 0.46753 -0.42305 -0.03
H 1.21982 2.62812 -2.60594 0.24
H -2.29110 0.71508 0.46042 -0.07
O -3.50837 -0.04639 1.88817 -0.70
H 4.08211 -1.10787 3.58008 0.29
H -3.21187 0.91991 2.32504 0.36
O 1.28098 -0.57803 3.66783 -0.48
H 0.44898 -0.79659 3.98474 0.26
H 2.82419 0.43683 -5.49721 0.32
O -3.32867 -1.47743 -3.26581 -0.62
H 1.14500 -5.41800 -1.71135 0.34
H -2.54416 -1.17731 -2.91622 0.28
O 1.90397 -5.68969 -1.00610 -0.68
H -3.82853 -3.48671 1.22775 0.32
H -1.70220 1.21429 -0.93235 0.14
O 2.45713 -3.41807 1.47503 -0.59
H -1.83384 3.39221 0.39866 0.32
H -2.87916 -4.02294 0.18145 0.32
O -0.19773 -1.30870 0.34286 -0.58
H -0.51723 -1.33401 -0.58500 0.25
H 3.07954 -4.01626 1.71619 0.26
O -3.57849 1.29980 -3.33527 -0.74
H -3.73016 2.28979 -2.82194 0.35
H 2.03811 2.62280 3.16268 0.41
O -3.39909 -4.32860 0.95729 -0.65
H -0.44290 2.27812 0.04329 0.31
H 1.83021 -3.00206 1.97201 0.32
O 1.57487 1.76177 -2.31228 -0.59
H 1.94980 1.26476 -3.07595 0.31
H -3.13575 -0.21656 1.07231 0.41
O -0.01490 1.76574 0.89076 -0.62
H 3.12596 3.30566 4.05163 0.30
H -3.90235 -0.79902 -3.30415 0.34
O 1.14501 -1.10666 -1.93499 -0.64
H 1.22568 0.23646 3.38126 0.25
H 2.10685 -0.50514 -4.60249 0.30
O 4.31062 -0.15912 3.52777 -0.64
H -2.96754 0.89990 -2.79852 0.35
H 3.88667 0.09481 2.60411 0.33
O 2.38518 1.99627 1.58642 -0.75
H 1.71148 -1.57478 -1.35416 0.32
H 2.89011 2.06972 0.79935 0.21
O -1.03854 2.79611 -1.06661 -0.85
H -0.48385 2.05494 1.78324 0.29
H -0.48024 3.37800 -1.66360 -0.02
O -2.73947 3.16663 0.89816 -0.64
H -3.39941 2.51347 0.55862 0.29
H 1.34840 1.87222 1.25510 0.39
```

Its HOMO-LUMO gap is 9.2 eV. The HOMO energy is -6.9 eV. For the total energy, the calculation gives -37420.61889 eV. As for the charge: -1.

2.
Computed, not measured: 18 unconnected molecules or ions with the total composition H35O18 in a non-equilibrium geometry, with ωB97M-V/def2-TZVPD.

```
53
Properties=species:S:1:pos:R:3:mulliken_charge:R:1
O 0.52518 4.50711 -0.19620 -0.61
H -2.11272 2.98370 -0.76702 0.21
H -2.71320 -3.27283 3.72289 0.26
O 0.61280 -1.98749 -1.23808 -0.66
H -0.19578 -1.64159 -0.48233 0.46
O 4.65899 0.56792 3.75711 -0.63
H 5.05471 1.06723 3.07613 0.28
H 4.85949 -0.38588 3.39430 0.37
O -4.38890 2.42133 -2.79041 -0.65
H 3.90536 2.43548 -0.74700 0.25
H -4.41708 2.95907 -3.54471 0.32
O 2.90367 -0.07219 0.37055 -0.75
H 2.27533 -0.56374 -0.04628 0.36
H -0.12270 3.80689 -0.37244 0.28
O -3.06910 -0.78760 0.39334 -0.74
H -1.79275 1.57108 -4.29598 0.33
H -2.80412 -0.88626 -0.54958 0.35
O -2.53870 3.37235 -0.07218 -0.59
H -1.70557 1.45584 1.55458 0.28
H -2.38533 2.73421 0.66898 0.31
O -2.24305 0.68981 -3.92595 -0.73
H 0.61667 -0.06786 -3.32069 0.25
H -0.73536 0.35546 1.42158 0.60
O -2.53529 -1.64007 -2.55826 -0.70
H -1.61533 -2.00754 -2.25785 0.35
H -2.27476 -0.80154 -2.95668 0.45
O 0.73843 -3.24329 3.69907 -0.70
H -0.19246 -3.12640 3.27401 0.40
H 1.42301 -2.88174 3.09324 0.35
O -0.78547 1.25236 1.77755 -0.67
H 3.80505 -1.24538 5.05304 0.36
H -3.01563 0.99236 -3.45585 0.35
O 3.68853 -1.83873 4.23051 -0.66
H 2.70158 -1.78541 4.38701 0.28
H -3.55017 2.52599 -2.31073 0.29
O -0.42972 -1.06715 0.75427 -1.13
H 0.24692 -2.74669 -1.41919 0.05
H -2.18027 -0.86913 0.74285 0.47
O -2.09079 -3.83044 3.43863 -0.55
H 2.52292 0.28776 1.19720 0.34
H -2.39232 -4.70456 3.59683 0.26
O 3.13753 2.41661 -0.23450 -0.62
H 1.32703 4.09463 -0.05564 0.33
H 2.70763 1.55002 -0.20966 0.45
O 1.30451 0.20206 -2.69305 -0.63
H -0.07217 -1.62293 1.49621 0.00
H 1.34052 -0.51116 -2.01503 0.38
O 1.43123 -4.97903 -1.09901 -0.59
H 1.19684 -5.33436 -0.23056 0.30
H 0.69151 -4.45697 -1.27910 0.28
O -0.75561 4.20431 -3.59825 -0.61
H -1.29758 4.90001 -3.40991 0.29
H -0.22099 3.84749 -2.93219 0.32
```

Its HOMO-LUMO gap is 8.8 eV. The HOMO energy is -6.6 eV. For the total energy, the calculation gives -37422.95412 eV. As for the charge: -1.

3.
Computed, not measured: 18 unconnected molecules or ions with the total composition H37O18 in a non-equilibrium geometry, with ωB97M-V/def2-TZVPD.

```
55
Properties=species:S:1:pos:R:3:mulliken_charge:R:1
O 2.96782 3.04923 -0.25244 -0.58
H -4.55392 -1.73659 0.49482 0.31
H -1.31415 -1.45432 -1.44076 0.25
O -1.95455 -0.84825 -1.81907 -0.73
H 2.99458 2.57703 -1.09742 0.35
O 0.39430 0.10375 0.72483 -0.65
H 0.90436 0.33265 1.52190 0.41
H -0.42575 0.59406 0.87680 0.41
O -2.19527 2.16124 -0.41415 -0.58
H -1.90897 2.97692 -0.82713 0.28
H -2.44081 2.48567 0.46363 0.30
O 0.20380 0.57426 5.76738 -0.67
H -0.40568 1.23739 6.09972 0.32
H -0.22611 0.21826 4.97861 0.33
O -2.01557 0.85778 4.14932 -0.69
H -1.95594 1.80194 4.28238 0.33
H -2.92210 0.64684 3.90509 0.24
O 0.59237 -3.53501 -2.04398 -0.71
H 1.73113 -2.91801 -2.95699 0.49
H -0.08407 -4.02909 -2.50138 0.34
O 2.50041 -2.52475 -3.48912 -0.42
H 2.12301 -1.56949 -3.70916 0.58
H 3.33122 -2.59189 -3.00553 0.40
O 1.02953 2.17666 1.13081 -0.86
H 0.48466 1.47422 0.77662 0.43
H 3.26774 3.95343 -0.37279 0.24
O -0.42067 -2.33619 0.12006 -0.81
H 0.21370 -2.92405 -1.36183 0.44
H -0.48604 -1.39705 0.43035 0.44
O -1.02645 2.04816 2.71156 -0.57
H -0.33759 2.60948 2.32671 0.30
H -0.54185 1.32850 3.11343 0.52
O 1.60497 -0.62310 -4.84598 -0.69
H 0.79923 -0.95822 -5.25591 0.35
H 1.28308 -0.04550 -4.13032 0.35
O -3.84729 -1.80875 -0.15384 -0.54
H 1.98518 2.11167 0.98705 0.33
H -4.22664 -1.62089 -1.01693 0.29
O 2.98634 0.65155 -1.22626 -0.85
H 2.48170 0.35889 -0.47102 0.19
H 3.87211 0.83523 -0.89530 0.38
O 0.87927 -0.86434 -2.23397 -0.70
H 1.41578 -0.15989 -1.87309 0.46
H -0.02222 -0.63184 -2.49414 0.47
O 0.23893 1.53916 -4.34666 -0.65
H -0.71265 1.36260 -4.35249 0.32
H 0.24464 2.25134 -3.71628 0.30
O -3.24521 -2.43816 2.68655 -0.60
H -2.28794 -2.34511 2.60166 0.27
H -3.35365 -3.28754 2.23998 0.30
O 1.25490 0.81867 3.30590 -0.64
H 1.67947 1.60042 2.94559 0.26
H 1.47523 0.80667 4.25043 0.35
H 0.37405 -2.59936 0.58649 0.27
H -2.40241 -0.29630 -1.17369 0.30
```

Its HOMO-LUMO gap is 10.1 eV. The HOMO energy is -13.0 eV. For the total energy, the calculation gives -37447.45017 eV. As for the charge: +1.

4.
Computed, not measured: 18 unconnected molecules or ions with the total composition H37O18 in a non-equilibrium geometry, with ωB97M-V/def2-TZVPD.

```
55
Properties=species:S:1:pos:R:3:mulliken_charge:R:1
O 3.98346 -2.46795 -1.76704 -0.57
H 1.47039 2.33728 -4.98591 0.29
H 3.25356 -3.27191 -1.76421 0.49
O -0.44804 1.41269 1.96309 -0.36
H -2.52555 1.66376 4.19848 0.31
O -5.00601 -1.28278 2.12020 -0.60
H -5.96697 -1.62194 1.82314 0.34
H 0.78105 0.89212 5.27484 0.29
O -1.78095 -1.31645 4.19633 -0.56
H -0.50120 0.70589 1.52715 0.17
H -2.11022 -0.62653 4.56632 0.24
O -3.28027 4.34821 1.48374 -0.61
H -4.14301 4.73005 1.99371 0.31
H 2.05649 -4.90355 -2.16364 0.31
O -1.90551 2.16548 4.83150 -0.62
H -2.04996 3.10205 4.52191 0.32
H 2.70473 -0.48697 0.09748 0.33
O -0.79495 3.72959 -0.45227 -0.65
H 2.04330 -1.51915 -3.42885 0.34
H 2.16968 4.14474 3.21562 0.28
O 1.27066 1.86261 -1.42096 -0.65
H 1.78462 2.07869 -0.57651 0.35
H 0.39510 1.97685 -1.02111 0.25
O -3.35677 -2.14112 -3.20771 -0.61
H -3.79550 -1.97356 -2.38718 0.31
H 0.46983 0.56358 3.89195 0.25
O 2.52385 -0.56810 -0.94459 -0.64
H -0.86762 4.65915 -0.18946 0.30
H -0.88788 -1.09831 4.40111 0.38
O -0.01453 -1.32715 0.62158 -0.66
H 0.88068 -1.44353 0.89271 0.28
H -0.53273 -1.27017 1.44995 0.32
O 1.46891 -0.38221 -6.03867 -0.63
H 1.48383 -0.57943 -5.08768 0.30
H 3.50346 -1.61633 -2.33828 0.58
O 0.61864 1.91025 -5.22455 -0.55
H -3.91372 -1.84631 -3.84211 0.30
H -0.05959 2.53986 -5.08426 0.29
O 2.20269 -4.18396 -1.49015 -0.58
H 2.44288 0.34524 -1.31411 0.30
H 1.63516 -4.37196 -0.77697 0.41
O 0.57988 -5.34819 0.27175 -0.74
H 0.54858 0.07836 -6.27854 0.33
H 0.05097 -5.89629 1.02345 0.35
O 0.32427 0.30371 4.75001 -0.61
H 1.20680 -6.06260 -0.09991 0.32
H -3.60988 3.87877 0.71889 0.33
O 1.54324 4.27645 2.58652 -0.57
H -4.49094 -0.96163 1.50554 0.27
H 0.94398 3.61766 2.99110 0.28
O 2.80931 -1.12247 -3.60893 -0.68
H -0.95602 1.42120 2.74304 0.29
H 2.65303 -0.19626 -3.81049 0.31
H -0.48630 3.24173 0.37976 0.30
H 3.68108 -2.09918 -0.73673 0.47
```

Its HOMO-LUMO gap is 9.7 eV. The HOMO energy is -13.0 eV. For the total energy, the calculation gives -37444.05744 eV. As for the charge: +1.

5.
Computed, not measured: 19 unconnected molecules or ions with the total composition H37O19 in a non-equilibrium geometry, with ωB97M-V/def2-TZVPD.

```
56
Properties=species:S:1:pos:R:3:mulliken_charge:R:1
O -2.06152 3.54520 0.04071 -0.75
H -2.96842 3.45271 0.35819 0.31
H -1.95263 2.81740 -0.61626 0.51
O -3.06595 -0.32099 -2.80871 -0.63
H -2.12918 -0.14385 -2.68812 0.35
H -3.57046 0.47406 -2.63381 0.26
O 0.09558 1.20814 3.57017 -0.68
H -0.17487 0.56451 2.90362 0.27
H 0.86183 0.85655 4.02756 0.28
O 0.93489 -0.64109 -2.67514 -0.87
H 0.95720 0.32099 -2.67493 0.30
H 1.24843 -0.88413 -1.73062 0.34
O -1.40160 -1.86804 1.03556 -0.84
H -0.64112 -1.74296 0.45876 0.27
H -1.81481 -1.00641 1.09220 0.25
O -1.33709 1.65947 -1.59868 -0.89
H -1.03983 1.12859 -0.81142 0.40
H -0.52184 2.05013 -1.95893 0.41
O 3.02380 -1.49648 3.40620 -0.73
H 2.93276 -0.94136 2.61383 0.40
H 2.33898 -1.29406 4.04724 0.29
O -0.17367 0.43470 0.42388 0.47
H -0.12550 1.34339 0.75893 0.16
O 2.25408 3.07765 -0.03338 -0.87
H 2.53729 2.23772 0.34869 0.37
H 1.51432 3.33021 0.57737 0.44
O 4.12147 -1.22822 -1.72828 -0.73
H 3.59650 -0.84567 -0.98344 0.39
H 3.41621 -1.29803 -2.37968 0.31
O 0.41134 -2.75737 3.16814 -0.67
H -0.25963 -2.37065 2.59917 0.38
H 1.29911 -2.74931 2.80639 0.36
O 0.10088 2.87530 1.33771 -0.78
H -0.10352 2.69950 2.27341 0.25
H -0.82039 3.12592 1.04516 0.42
O 1.89814 -0.84168 -0.32604 -1.08
H 1.89950 -1.75586 -0.01348 0.12
H 0.69695 0.03151 0.09461 0.16
O 3.15557 0.54953 1.35471 -0.84
H 2.79935 -0.08848 0.62897 0.56
H 4.11723 0.55584 1.33379 0.29
O -3.85523 -1.64453 -0.35598 -0.73
H -3.24239 -2.04965 0.28456 0.40
H -3.50387 -1.73645 -1.25264 0.35
O -3.87973 0.26519 1.77368 -0.64
H -3.59182 -0.30813 1.04877 0.35
H -4.60822 -0.14639 2.24102 0.28
O -0.81221 -2.66278 -3.14982 -0.69
H -0.14676 -1.94964 -3.03867 0.46
H -1.44959 -2.29916 -3.77385 0.26
O 0.18776 -3.79740 -1.00845 -0.64
H -0.68155 -3.67427 -1.40356 0.33
H 0.77305 -3.56172 -1.73632 0.31
O 0.69302 2.88785 -2.23484 -0.65
H 0.71192 3.79958 -2.53327 0.27
H 1.35626 2.81307 -1.50468 0.40
```

Its HOMO-LUMO gap is 10.0 eV. The HOMO energy is -7.5 eV. For the total energy, the calculation gives -39508.28136 eV. As for the charge: -1.

The calculation returns the following energy relative to the best compared isomer or geometry (same formula, charge and spin) values, one per record and in order: 121.7; 67.9; 137.9; 216.2; 0.0 kcal per mole.